Entry P
Entry from the Open Molecules 2025 dataset: a 2-piece molecular cluster, C7H17NO2 overall (ωB97M-V with the def2-TZVPD basis set).

Geometry (Å):
C1 0.500 0.900 -1.323
C2 0.094 2.017 -2.282
C3 -0.013 -0.449 -1.819
C4 2.017 0.856 -1.159
C5 0.548 -0.732 1.801
O1 0.862 0.517 2.231
O2 1.398 -1.519 1.452
H1 1.822 0.618 2.169
H2 -0.988 2.060 -2.385
H3 0.443 2.981 -1.918
H4 0.288 -1.241 -1.138
H5 -1.098 -0.447 -1.896
H6 2.388 1.794 -0.749
H7 2.496 0.690 -2.122
H8 2.302 0.044 -0.494
H9 0.525 1.845 -3.266
H10 0.399 -0.670 -2.802
C6 -1.257 -2.270 1.379
C7 -1.773 -0.015 2.188
N1 -0.773 -0.982 1.812
H11 0.050 1.106 -0.344
H12 -1.897 -2.159 0.501
H13 -0.401 -2.893 1.129
H14 -2.421 0.204 1.335
H15 -1.292 0.901 2.517
H16 -1.831 -2.744 2.179
H17 -2.386 -0.411 3.002

Results
* E_HOMO: -9.49 eV
* 2S+1: 1
* structure (SMILES): CN(C)C(=O)O.CC(C)C
* HOMO-LUMO gap: 10.26 eV

---

Entry Q
Entry from the Open Molecules 2025 dataset: a 4-piece molecular cluster, C7H17NO2 overall (ωB97M-V with the def2-TZVPD basis set).

Geometry (Å):
C1 0.630 0.620 0.200
C2 -0.330 -0.345 0.946
C3 1.955 0.768 0.966
C4 0.021 2.004 -0.038
C5 -0.541 0.020 2.417
C6 -1.687 -0.466 0.251
N1 0.886 0.028 -1.129
H1 0.150 -1.332 0.913
H2 1.568 0.588 -1.632
H3 -0.151 -0.168 -2.544
H4 1.819 1.339 1.881
H5 2.366 -0.208 1.221
H6 2.685 1.298 0.352
H7 -0.295 2.454 0.899
H8 -0.833 1.936 -0.706
H9 0.758 2.662 -0.497
H10 -0.953 1.023 2.520
H11 0.382 -0.037 2.989
H12 -1.250 -0.677 2.864
H13 -2.239 -1.312 0.660
H14 -2.284 0.431 0.408
H15 -1.571 -0.610 -0.820
C7 -0.572 -2.718 -2.666
O1 0.329 -2.869 -1.943
O2 -1.510 -3.000 -3.286
H16 1.260 -0.913 -1.044
H17 -0.594 -0.517 -3.181

Results
* E_HOMO: -9.22 eV
* 2S+1: 1
* HOMO-LUMO gap: 9.96 eV

---

Which of them is least stable? Easy: entry Q.

---

Entry P
Entry from the Open Molecules 2025 dataset: a 2-piece molecular cluster, C4H11NO2 overall (ωB97M-V with the def2-TZVPD basis set).

Geometry (Å):
O1 0.982 -1.485 -1.655
C1 1.907 -0.685 -1.422
C2 1.715 0.068 -0.072
C3 0.352 0.882 -0.116
C4 -0.764 0.315 0.960
N1 -1.487 1.172 1.994
H1 2.805 -0.400 -2.011
H2 1.710 -0.709 0.776
H3 2.487 0.717 0.218
H4 -0.024 0.662 -1.148
H5 0.583 1.938 0.192
H6 -1.570 0.024 0.377
H7 -0.437 -0.485 1.670
H8 -1.172 1.270 3.025
H9 -1.527 2.119 1.615
H10 -2.440 -1.913 -2.045
H11 -1.100 -1.814 -1.178
O2 -2.018 -1.675 -1.179

Results
* E_HOMO (spin up / spin down): -14.07 / -14.05 eV
* 2S+1: 2
* HOMO-LUMO gap (spin up / spin down): 10.47 / 5.28 eV
* charge: +1

---

Entry Q
Entry from the Open Molecules 2025 dataset: an isolated ion of composition C4H11NO2 and charge +1 (ωB97M-V with the def2-TZVPD basis set).

Geometry (Å):
C1 1.361 1.103 -0.658
O1 1.180 1.717 -1.932
C2 0.106 0.257 -0.298
C3 0.531 -0.954 0.565
C4 -0.723 -1.723 0.964
O2 -1.646 -1.782 -0.134
N1 -0.896 1.106 0.269
H1 1.622 1.708 0.199
H2 2.182 0.413 -0.868
H3 0.583 2.454 -1.763
H4 -0.285 -0.025 -1.308
H5 1.291 -1.642 0.162
H6 1.075 -0.473 1.381
H7 -0.462 -2.770 1.135
H8 -1.216 -1.245 1.846
H9 -2.475 -1.437 0.189
H10 -0.462 2.006 0.479
H11 -1.766 1.286 -0.227

Results
* E_HOMO (spin up / spin down): -15.04 / -14.89 eV
* 2S+1: 2
* HOMO-LUMO gap (spin up / spin down): 11.52 / 5.97 eV
* charge: +1

---

Entry R
Entry from the Open Molecules 2025 dataset: a 2-piece molecular cluster, C4H11NO2 overall (ωB97M-V with the def2-TZVPD basis set).

Geometry (Å):
C1 0.722 1.653 -0.728
C2 1.243 0.442 -0.048
N1 0.356 -0.734 -0.033
C3 0.852 -1.971 0.521
C4 -0.820 -0.773 -0.827
O1 2.242 0.345 0.603
H1 -0.187 1.983 -0.232
H2 1.471 2.439 -0.702
H3 0.522 1.470 -1.787
H4 0.283 -2.170 1.433
H5 1.917 -1.838 0.742
H6 0.690 -2.732 -0.237
H7 -1.425 -1.654 -0.614
H8 -1.488 0.078 -0.710
H9 -0.565 -0.826 -1.891
H10 -2.605 1.482 1.917
H11 -1.255 1.072 1.342
O2 -1.953 1.734 1.252

Results
* E_HOMO (spin up / spin down): -15.64 / -15.64 eV
* 2S+1: 2
* HOMO-LUMO gap (spin up / spin down): 12.16 / 7.28 eV
* charge: +1

---

Which of them is least stable? Easy: entry P.

---

Entry P
Entry from the Open Molecules 2025 dataset: one molecule with the formula C6H7I (ωB97M-V with the def2-TZVPD basis set).

Geometry (Å):
C1 0.268 -0.670 1.453
C2 -0.492 -1.034 -1.244
C3 -0.196 -1.258 0.172
C4 -0.009 0.441 0.504
C5 -1.204 -0.209 -0.218
C6 1.029 1.382 -0.038
I1 -3.240 0.179 0.018
H1 -0.480 -0.928 2.237
H2 1.307 -0.657 1.608
H3 0.151 -0.492 -2.047
H4 -0.990 -1.797 -1.645
H5 1.889 1.447 0.574
H6 0.481 2.374 -0.291
H7 1.487 1.223 -1.082

Results
* E_HOMO: -8.08 eV
* 2S+1: 1
* structure (SMILES): C[C@]12C[C@]13C[C@]23I
* HOMO-LUMO gap: 8.80 eV

---

Entry Q
Entry from the Open Molecules 2025 dataset: a 2-piece molecular cluster, C6H7I overall (ωB97M-V with the def2-TZVPD basis set).

Geometry (Å):
C1 0.050 -2.524 -0.977
C2 -0.631 -1.361 1.229
C3 -0.301 -1.964 0.134
C4 0.592 1.752 -0.109
C5 1.636 1.163 -0.071
C6 -0.632 2.519 -0.171
I1 3.292 0.006 0.020
H1 0.918 -2.201 -1.527
H2 -0.506 -3.345 -1.401
H3 -1.282 -0.500 1.226
H4 -0.284 -1.681 2.196
H5 -1.441 1.886 -0.536
H6 -0.517 3.370 -0.838
H7 -0.894 2.881 0.823

Results
* E_HOMO: -9.15 eV
* 2S+1: 1
* structure (SMILES): C=C=C.CC#CI
* HOMO-LUMO gap: 9.60 eV

---

Which of them is least stable? Easy: entry P.

---

Entry P
Entry from the Open Molecules 2025 dataset: C17H21N3O2W as an isolated structure (ωB97M-V with the def2-TZVPD basis set).

Geometry (Å):
C1 2.683 0.971 -1.879
C2 3.904 -0.031 -1.883
H1 1.824 0.682 -2.525
H2 3.010 1.945 -2.332
H3 2.435 1.282 -0.821
H4 3.767 -0.942 -2.464
H5 4.849 0.366 -2.275
H6 4.217 -0.266 -0.859
C3 -1.443 1.258 -2.047
C4 -2.700 1.494 -2.576
C5 -3.768 0.671 -2.236
C6 -3.538 -0.376 -1.343
H7 -0.574 1.849 -2.306
H8 -2.846 2.353 -3.239
H9 -4.783 0.893 -2.617
H10 -4.326 -1.092 -1.102
N1 -1.166 0.144 -1.301
C7 -2.239 -0.612 -0.842
C8 -1.870 -1.590 0.132
N2 -0.560 -1.433 0.522
C9 -0.173 -2.145 1.612
C10 -2.214 -3.477 1.655
C11 -0.904 -3.236 2.090
H11 0.798 -1.854 2.006
H12 -0.457 -3.895 2.849
C12 -2.710 -2.592 0.690
H13 -3.712 -2.755 0.296
H14 -2.792 -4.327 2.051
W1 0.809 -0.131 -0.642
C13 1.982 -1.914 -0.422
H15 2.250 -2.969 -0.242
H16 2.861 -1.362 -0.082
H17 1.777 -1.813 -1.511
O1 2.934 1.864 1.151
C14 1.763 1.945 1.499
C15 1.182 2.787 2.648
C16 -0.307 2.529 2.655
C17 -0.529 1.587 1.492
O2 -1.638 1.168 1.177
N3 0.699 1.229 0.888
H18 1.653 2.486 3.594
H19 1.410 3.846 2.466
H20 -0.655 2.012 3.566
H21 -0.904 3.448 2.507

Results
* E_HOMO (spin up / spin down): -15.53 / -15.80 eV
* 2S+1: 3
* HOMO-LUMO gap (spin up / spin down): 7.48 / 7.33 eV
* charge: +2

---

Entry Q
Entry from the Open Molecules 2025 dataset: C17H21N3O2W as an isolated structure (ωB97M-V with the def2-TZVPD basis set).

Geometry (Å):
C1 -4.553 -0.078 0.421
C2 -4.655 1.226 -0.382
H1 -4.277 -0.946 -0.193
H2 -5.549 -0.300 0.832
H3 -3.869 0.009 1.274
H4 -4.031 1.254 -1.280
H5 -5.685 1.376 -0.729
H6 -4.388 2.083 0.240
C3 -0.082 -2.817 -0.206
C4 0.777 -3.889 -0.352
C5 1.886 -3.797 -1.201
C6 2.132 -2.629 -1.906
H7 -1.044 -2.831 0.312
H8 0.571 -4.810 0.189
H9 2.559 -4.641 -1.320
H10 2.967 -2.489 -2.593
N1 0.290 -1.616 -0.764
C7 1.330 -1.522 -1.679
C8 1.632 -0.175 -2.075
N2 0.869 0.760 -1.404
C9 1.062 2.103 -1.595
C10 2.981 1.607 -2.976
C11 2.133 2.526 -2.363
H11 0.337 2.759 -1.123
H12 2.297 3.592 -2.478
C12 2.724 0.253 -2.830
H13 3.364 -0.513 -3.257
H14 3.834 1.943 -3.567
W1 -0.316 0.079 0.060
C13 -1.889 1.033 -0.711
H15 -1.862 1.259 -1.777
H16 -2.197 1.918 -0.144
H17 -2.594 0.198 -0.513
O1 -1.259 1.566 2.894
C14 -0.144 1.076 2.971
C15 0.869 1.061 4.112
C16 2.100 0.332 3.600
C17 1.829 0.040 2.137
O2 2.576 -0.349 1.252
N3 0.479 0.387 1.903
H18 1.100 2.091 4.403
H19 0.418 0.556 4.972
H20 3.018 0.926 3.692
H21 2.260 -0.606 4.152

Results
* E_HOMO (spin up / spin down): -15.10 / -16.11 eV
* 2S+1: 3
* HOMO-LUMO gap (spin up / spin down): 6.37 / 7.45 eV
* charge: +2

---

Which of them is least stable? Easy: entry P.

---

Entry P
Entry from the Open Molecules 2025 dataset: one molecule with the formula C21H31N5O3 (ωB97M-V with the def2-TZVPD basis set).

Geometry (Å):
C1 -0.776 5.934 -3.756
C2 -1.862 5.841 -2.688
C3 -2.002 4.450 -2.072
C4 -2.116 3.316 -3.096
C5 -2.868 2.208 -2.362
C6 -3.885 2.932 -1.455
O1 -5.100 3.119 -2.144
C7 -4.179 2.065 -0.226
O2 -5.173 1.350 -0.233
N1 -3.305 2.070 0.794
C8 -3.459 1.240 1.967
C9 -4.592 1.736 2.858
N2 -4.813 0.840 3.974
C10 -3.928 0.876 4.993
O3 -3.018 1.690 5.040
C11 -4.049 -0.140 6.091
C12 -4.078 0.279 7.416
C13 -4.117 -0.649 8.456
N3 -4.114 -1.972 8.293
C14 -4.065 -2.346 7.027
C15 -4.028 -1.516 5.892
N4 -3.970 -2.274 4.742
C16 -3.970 -3.503 5.173
N5 -4.030 -3.627 6.535
C17 -3.999 -4.850 7.309
C18 -6.047 0.059 3.975
C19 -6.188 -0.785 2.713
C20 -7.264 0.950 4.216
C21 -3.247 4.309 -1.174
H1 -0.691 6.953 -4.134
H2 0.200 5.647 -3.356
H3 -0.993 5.285 -4.606
H4 -1.665 6.571 -1.897
H5 -2.818 6.127 -3.137
H6 -1.105 4.268 -1.468
H7 -2.692 3.644 -3.966
H8 -1.143 2.979 -3.454
H9 -3.372 1.524 -3.045
H10 -2.171 1.594 -1.780
H11 -5.678 2.396 -1.847
H12 -2.498 2.665 0.735
H13 -3.650 0.206 1.670
H14 -2.523 1.237 2.522
H15 -4.355 2.734 3.234
H16 -5.503 1.818 2.270
H17 -4.057 1.336 7.641
H18 -4.147 -0.309 9.483
H19 -3.921 -4.383 4.549
H20 -4.120 -5.703 6.647
H21 -3.051 -4.930 7.841
H22 -4.809 -4.840 8.036
H23 -6.010 -0.643 4.808
H24 -7.105 -1.375 2.759
H25 -6.246 -0.177 1.807
H26 -5.352 -1.477 2.616
H27 -8.177 0.354 4.202
H28 -7.204 1.440 5.189
H29 -7.372 1.715 3.444
H30 -2.978 4.455 -0.126
H31 -3.984 5.089 -1.373

Results
* E_HOMO: -9.12 eV
* 2S+1: 1
* structure (SMILES): CC[C@@H]1CC[C@@](O)(C(=O)NCCN(C(=O)c2ccnc3c2ncn3C)C(C)C)C1
* HOMO-LUMO gap: 9.56 eV

---

Entry Q
Entry from the Open Molecules 2025 dataset: one molecule with the formula C21H31N5O3 (ωB97M-V with the def2-TZVPD basis set).

Geometry (Å):
C1 4.340 1.159 6.868
C2 3.487 -0.103 6.853
C3 1.996 0.225 6.884
C4 1.132 -1.041 6.884
C5 1.365 -1.884 5.639
O1 1.923 -2.959 5.670
N1 0.882 -1.289 4.513
C6 0.926 -1.718 3.180
C7 0.359 -0.886 2.225
C8 0.393 -1.296 0.901
N2 -0.082 -0.678 -0.226
C9 0.195 -1.477 -1.217
N3 0.852 -2.615 -0.821
C10 0.991 -2.526 0.545
C11 1.557 -3.353 1.502
C12 1.518 -2.937 2.816
H1 1.946 -3.553 3.588
H2 2.015 -4.296 1.245
C13 1.305 -3.688 -1.658
H3 1.904 -4.373 -1.060
H4 1.919 -3.306 -2.476
H5 0.460 -4.239 -2.080
C14 -0.109 -1.252 -2.662
N4 -1.145 -0.271 -2.892
C15 -1.608 -0.286 -4.268
C16 -2.817 0.640 -4.405
N5 -2.468 1.974 -3.975
C17 -2.340 2.962 -4.886
O2 -2.651 2.857 -6.050
O3 -1.848 4.101 -4.337
C18 -1.799 5.232 -5.203
C19 -3.150 5.927 -5.299
H6 -3.059 6.818 -5.913
H7 -3.875 5.256 -5.753
H8 -3.499 6.208 -4.308
H9 -1.473 4.907 -6.197
H10 -1.047 5.890 -4.762
C20 -1.942 2.012 -2.629
H11 -1.657 3.032 -2.381
C21 -0.743 1.073 -2.514
H12 -0.400 1.038 -1.480
H13 0.074 1.442 -3.162
H14 -2.725 1.671 -1.945
H15 -3.150 0.690 -5.442
H16 -3.627 0.270 -3.770
H17 -1.904 -1.303 -4.536
H18 -0.819 0.044 -4.969
H19 -0.449 -2.202 -3.088
H20 0.839 -0.981 -3.177
H21 -0.099 0.054 2.493
H22 0.426 -0.396 4.637
H23 0.075 -0.772 6.948
H24 1.386 -1.655 7.749
H25 1.772 0.803 7.784
H26 1.748 0.850 6.022
H27 3.735 -0.723 7.717
H28 3.710 -0.686 5.957
H29 5.397 0.904 6.852
H30 4.124 1.778 5.999
H31 4.142 1.744 7.763

Results
* E_HOMO: -7.96 eV
* 2S+1: 1
* structure (SMILES): CCCCC(=O)Nc1ccc2c(c1)nc(CN1CCN(C(=O)OCC)CC1)n2C
* HOMO-LUMO gap: 8.59 eV

---

Which of them is least stable? Easy: entry Q.

---

Entry P
Entry from the Open Molecules 2025 dataset: a 2-piece molecular cluster, C2HClF2S overall (ωB97M-V with the def2-TZVPD basis set).

Geometry (Å):
C1 -0.642 0.524 -0.068
C2 0.626 -0.138 -0.251
F1 0.725 -1.110 -1.109
F2 0.450 -1.304 1.398
S1 -0.687 2.132 0.187
Cl1 -2.030 -0.477 -0.125
H1 1.559 0.372 -0.032

Results
* E_HOMO: -10.40 eV
* 2S+1: 1
* HOMO-LUMO gap: 7.79 eV

---

Entry Q
Entry from the Open Molecules 2025 dataset: a 2-piece molecular cluster, C2HClF2S overall (ωB97M-V with the def2-TZVPD basis set).

Geometry (Å):
C1 -1.371 -0.519 0.270
C2 1.111 0.269 -0.121
F1 1.164 1.449 0.392
F2 1.460 0.256 -1.395
S1 -1.855 -1.983 -0.035
Cl1 -2.125 0.914 0.421
H1 1.617 -0.386 0.468

Results
* E_HOMO (spin up / spin down): -8.22 / -8.61 eV
* 2S+1: 1
* HOMO-LUMO gap (spin up / spin down): 7.66 / 7.95 eV

---

Which of them is least stable? Easy: entry Q.

---

Entry P
Entry from the Open Molecules 2025 dataset: a 2-piece molecular cluster, C4H2N2O3 overall (ωB97M-V with the def2-TZVPD basis set).

Geometry (Å):
C1 -1.143 -0.664 -0.949
C2 0.170 -0.532 -0.930
C3 -2.408 -0.524 -0.823
C4 -0.957 1.973 2.515
N1 1.352 -0.325 -1.242
N2 2.522 -0.965 -1.046
O1 -3.543 -0.484 -0.648
O2 -1.821 2.509 1.995
O3 -0.054 1.415 2.938
H1 3.346 -0.699 -1.494
H2 2.535 -1.705 -0.318

Results
* E_HOMO: -8.16 eV
* 2S+1: 1
* structure (SMILES): NN=C=C=C=O.O=C=O
* HOMO-LUMO gap: 7.93 eV

---

Entry Q
Entry from the Open Molecules 2025 dataset: one molecule with the formula C4H2N2O3 (ωB97M-V with the def2-TZVPD basis set).

Geometry (Å):
C1 -0.660 0.876 -1.280
C2 -1.662 -0.189 0.471
C3 -0.331 -0.288 0.549
C4 1.824 -0.600 0.581
H1 -2.361 -0.853 0.895
H2 2.835 -0.796 0.943
N1 1.730 0.459 -0.206
N2 0.369 0.496 -0.305
O1 -0.606 1.457 -2.259
O2 -1.836 0.470 -0.686
O3 0.698 -1.031 1.297

Results
* E_HOMO: -8.46 eV
* 2S+1: 1
* structure (SMILES): O=c1occ2ocnn12
* HOMO-LUMO gap: 8.77 eV

---

Which of them is least stable? Easy: entry Q.

---

Entry P
Entry from the Open Molecules 2025 dataset: C7H16O2 as an isolated structure (ωB97M-V with the def2-TZVPD basis set).

Geometry (Å):
C1 0.559 0.682 0.219
C2 -0.381 -0.171 0.874
C3 0.308 -0.057 -1.603
C4 -0.062 0.446 2.699
C5 -1.868 -0.016 0.672
C6 1.532 0.483 -2.322
C7 0.172 -1.554 -1.777
O1 0.344 2.041 0.180
O2 -0.594 -0.552 3.546
H1 -0.577 2.219 -0.068
H2 0.045 -1.278 3.586
H3 1.606 0.479 0.428
H4 -0.055 -1.206 0.937
H5 -0.590 0.458 -1.956
H6 -0.640 1.360 2.838
H7 0.996 0.624 2.907
H8 -2.175 1.028 0.559
H9 -2.206 -0.562 -0.212
H10 -2.394 -0.415 1.544
H11 1.501 0.270 -3.400
H12 1.623 1.567 -2.212
H13 2.449 0.024 -1.933
H14 0.207 -1.850 -2.836
H15 0.983 -2.089 -1.269
H16 -0.783 -1.932 -1.402

Results
* E_HOMO: -7.61 eV
* 2S+1: 1
* HOMO-LUMO gap: 8.43 eV

---

Entry Q
Entry from the Open Molecules 2025 dataset: a 2-piece molecular cluster, C7H16O2 overall (ωB97M-V with the def2-TZVPD basis set).

Geometry (Å):
C1 -1.262 0.069 -1.160
C2 -0.264 -1.278 -0.857
C3 -0.815 -2.239 0.201
C4 1.253 -1.218 -0.670
O1 -2.518 -0.435 -0.798
O2 -1.278 1.441 -0.815
H1 -1.496 1.543 0.122
H2 -3.195 0.158 -1.146
H3 -1.175 0.149 -2.257
H4 -0.434 -1.754 -1.828
H5 -1.893 -2.162 0.287
H6 1.626 -2.241 -0.653
H7 -0.377 -2.052 1.179
H8 -0.571 -3.257 -0.095
H9 1.753 -0.682 -1.475
H10 1.537 -0.745 0.279
C5 1.525 2.275 0.270
C6 0.743 1.217 0.969
C7 0.547 1.066 2.265
H11 0.199 0.560 0.304
H12 1.965 2.985 0.968
H13 2.322 1.817 -0.316
H14 0.878 2.807 -0.425
H15 0.983 1.722 3.003
H16 -0.053 0.255 2.649

Results
* E_HOMO: -9.52 eV
* 2S+1: 1
* structure (SMILES): CC(C)C(O)O.C=CC
* HOMO-LUMO gap: 10.31 eV

---

Which of them is least stable? Easy: entry P.